DFT (ωB97M-V/def2-TZVPD) results for 2 unconnected molecules or ions with the total composition C3H6BrO2S in a non-equilibrium geometry.

Atoms and positions in Å:
C: -1.646 -0.688 -1.340
C: -0.893 0.249 -0.373
C: -1.951 1.332 0.030
O: -1.617 2.405 0.830
O: -0.671 3.031 -1.554
S: -1.829 2.946 -0.747
Br: -4.026 -3.421 1.474
H: -2.448 -1.111 -0.754
H: -0.890 -1.525 -1.454
H: -1.987 -0.231 -2.218
H: -0.714 -0.244 0.586
H: 0.021 0.677 -0.912
H: -2.902 0.805 0.151

Properties
Net charge: -1
Energy above the lowest of the compared OMol25 structures with the same formula, charge and spin: 0.134 eV
Highest occupied orbital energy: -3.655 eV
Electronic energy: -88181.424 eV

natural (NBO) atomic charge list, values in e, 4 entries:
1 C -0.6238
2 C -0.4365
3 C -0.0925
4 O -0.6428